Record 1
{
  "formula": "C17H14BCl24F9NO2",
  "method": "ωB97M-V with the def2-TZVPD basis set",
  "gap_ev": 6.15,
  "e_tot_ha": -12829.44989,
  "total_charge": -1,
  "species": ["C", "C", "C", "C", "O", "B", "C", "C", "N", "O", "C", "C", "F", "F", "C", "F", "F", "C", "F", "F", "C", "F", "F", "F", "H", "H", "H", "H", "H", "H", "H", "H", "H", "H", "H", "H", "H", "H", "C", "Cl", "Cl", "Cl", "Cl", "C", "Cl", "Cl", "Cl", "Cl", "C", "Cl", "Cl", "Cl", "Cl", "C", "Cl", "Cl", "Cl", "Cl", "C", "Cl", "Cl", "Cl", "Cl", "C", "Cl", "Cl", "Cl", "Cl"],
  "coordinates": [[2.45470, -1.06646, 0.79814], [1.81151, -1.74784, -0.29978], [1.34185, -1.02389, -1.67179], [0.65022, 0.34196, -1.22289], [1.62752, 1.37903, -0.93453], [1.30522, 2.66349, -1.62724], [1.84967, 4.01106, -0.87432], [0.71925, 4.79328, -0.03715], [0.67453, 4.20373, 1.35612], [-0.14019, 2.59554, -2.02712], [-0.24449, 1.17142, -2.28275], [-1.62797, 0.59427, -2.80399], [-2.28508, 1.61680, -3.53446], [-1.29809, -0.40973, -3.78428], [-2.54979, -0.14014, -1.73476], [-1.93516, -1.31785, -1.21926], [-3.66672, -0.65849, -2.49544], [-3.21490, 0.77903, -0.61726], [-3.63034, 2.04348, -1.06600], [-4.41657, 0.10794, -0.22513], [-2.38932, 1.00534, 0.72383], [-1.97292, -0.15333, 1.38022], [-1.32838, 1.92649, 0.59380], [-3.28974, 1.64682, 1.62824], [1.81772, -0.64983, 1.66225], [3.57439, -0.85271, 0.88184], [1.58582, -2.86587, -0.15725], [2.19284, -0.87513, -2.41210], [0.55650, -1.71757, -2.12817], [0.12050, 0.03297, -0.24409], [1.82809, 2.70829, -2.72404], [2.65900, 3.66651, -0.12245], [2.35471, 4.77333, -1.55273], [0.95347, 5.91461, 0.04250], [-0.33093, 4.69123, -0.46432], [1.51407, 4.59598, 1.82009], [0.85740, 3.18393, 1.28952], [0.41356, 1.09462, -3.23523], [6.17940, 0.81758, 0.19350], [5.80469, -0.01589, 1.71714], [6.13021, -0.35025, -1.14436], [4.98204, 2.09461, -0.09178], [7.80301, 1.53536, 0.29508], [6.24886, -3.90622, 3.11310], [5.89190, -5.61791, 3.42972], [7.94387, -3.73894, 2.60739], [5.18530, -3.30697, 1.82589], [5.97718, -2.96150, 4.59286], [-6.45880, -3.50534, -2.97502], [-5.07263, -2.40379, -2.84346], [-7.83612, -2.84720, -2.06231], [-6.91040, -3.67920, -4.68563], [-6.02140, -5.09446, -2.31197], [-5.99379, -2.69159, 2.26602], [-4.60945, -1.59439, 2.42704], [-7.37580, -2.03696, 3.17147], [-6.43455, -2.85548, 0.55173], [-5.56112, -4.28710, 2.91947], [-2.64734, -7.11603, -0.54575], [-2.35943, -6.82165, 1.18179], [-1.44314, -8.26953, -1.15877], [-4.27750, -7.78897, -0.76748], [-2.51030, -5.58727, -1.43704], [2.94048, 6.79782, 3.79392], [3.67358, 8.16227, 2.92360], [3.52366, 6.78460, 5.47296], [1.17406, 6.96810, 3.78171], [3.39298, 5.27691, 2.99813]],
  "atomic_forces_ev_per_a": [[-0.090, -0.271, -0.287], [0.484, 0.428, 0.135], [1.075, -0.802, 0.139], [0.470, 1.223, 0.829], [-1.203, -1.607, 0.482], [0.690, 0.587, -1.169], [-0.399, 1.153, 1.122], [0.494, -0.522, 0.208], [0.616, 0.519, -0.122], [-1.452, -2.632, 1.347], [1.742, 0.340, -2.060], [1.643, 0.716, -1.172], [0.534, -2.272, 1.768], [-0.920, 1.439, 1.955], [-1.268, -1.462, -1.885], [-1.152, 3.049, -0.740], [2.681, 2.089, 1.533], [-1.908, 0.050, 0.774], [1.289, -2.732, 0.529], [2.488, 1.163, -0.635], [0.434, 2.160, 2.761], [-0.679, 2.311, -1.858], [-2.545, -2.860, -0.027], [1.684, -1.497, -1.930], [1.200, -2.353, -0.211], [-2.019, 1.488, -1.285], [-1.629, 2.068, 0.282], [-1.150, 0.161, 0.734], [1.116, 0.852, 0.530], [0.399, 0.721, -1.420], [0.719, -0.422, -0.665], [-1.077, 0.689, -0.919], [-0.592, -1.149, 0.477], [-0.347, -1.511, 0.043], [1.469, 0.053, 0.187], [-0.962, -0.662, -0.365], [-0.190, 0.889, -0.156], [-1.034, -0.421, 1.003], [-0.330, 0.314, -0.088], [0.320, 0.274, -0.096], [0.016, 0.119, 0.222], [0.241, -0.392, 0.039], [-0.111, -0.128, 0.006], [-0.100, 0.087, -0.186], [0.067, 0.212, -0.013], [-0.220, -0.023, 0.090], [0.123, -0.287, 0.290], [0.049, -0.130, -0.207], [0.355, 0.062, -0.135], [-1.370, -1.275, -0.093], [0.001, -0.091, -0.511], [-0.023, -0.020, 0.199], [-0.123, 0.179, -0.103], [0.203, 0.057, -0.111], [-0.272, -0.243, 0.013], [0.154, -0.100, -0.115], [0.165, 0.102, 0.775], [-0.069, 0.164, -0.071], [0.061, 0.203, -0.037], [-0.061, -0.057, -0.272], [-0.185, 0.140, 0.093], [0.207, 0.059, 0.040], [-0.012, -0.296, 0.198], [-0.159, -0.070, -0.078], [-0.080, -0.185, 0.128], [-0.046, 0.013, -0.190], [0.353, -0.045, -0.013], [0.233, 0.383, 0.293]],
  "nbo_charge": [-0.441, -0.177, -0.478, 0.095, -0.741, 0.631, -0.690, -0.217, -0.865, -0.698, -0.013, 0.645, -0.316, -0.348, 0.599, -0.306, -0.345, 0.570, -0.282, -0.315, 0.931, -0.304, -0.282, -0.328, 0.206, 0.193, 0.196, 0.233, 0.220, 0.159, -0.169, 0.181, 0.199, 0.161, 0.197, 0.333, 0.356, 0.214, -0.216, 0.044, 0.047, 0.097, 0.032, -0.218, 0.043, 0.046, 0.079, 0.048, -0.223, 0.103, 0.046, 0.037, 0.040, -0.216, 0.067, 0.039, 0.054, 0.038, -0.216, 0.055, 0.047, 0.044, 0.072, -0.217, 0.045, 0.038, 0.069, 0.072]
}

***

Record 2
{
  "formula": "C17H14BrClN3O2SeTl",
  "method": "ωB97M-V with the def2-TZVPD basis set",
  "gap_ev": 5.23,
  "e_tot_ha": -6578.97077,
  "species": ["Tl", "O", "C", "C", "C", "C", "C", "C", "C", "O", "N", "N", "C", "C", "Br", "C", "C", "C", "C", "C", "C", "C", "H", "H", "H", "H", "H", "H", "H", "H", "H", "H", "H", "H", "H", "H", "Cl", "Se", "C", "N"],
  "coordinates": [[0.66100, -0.48614, 0.31902], [-2.91305, -3.02583, -1.43568], [-3.81366, -2.74025, -0.47501], [-5.03898, -3.40366, -0.54548], [-6.03995, -3.14260, 0.36688], [-5.84032, -2.21765, 1.38513], [-4.61629, -1.58426, 1.48220], [-3.59444, -1.82617, 0.56363], [-2.26202, -1.13185, 0.80498], [-1.25714, -1.49633, -0.06465], [-2.51873, 0.31198, 0.76445], [-1.50498, 1.13411, 0.52162], [-1.74646, 2.37918, 0.34339], [-0.74201, 3.34224, -0.05713], [0.87136, 2.58370, -0.68018], [-0.89207, 4.66804, -0.11991], [-2.01309, 5.44574, 0.42950], [-2.39562, 6.62158, -0.21780], [-3.42695, 7.39984, 0.27734], [-4.08330, 7.02830, 1.44289], [-3.69238, 5.87823, 2.11193], [-2.66389, 5.09495, 1.61268], [-2.07479, -2.56813, -1.21082], [-5.16854, -4.13415, -1.33190], [-6.97845, -3.67556, 0.29357], [-6.61660, -2.01915, 2.11063], [-4.43192, -0.89684, 2.30106], [-1.98312, -1.37083, 1.84419], [-3.45943, 0.62166, 0.55682], [-2.76199, 2.76156, 0.43183], [-0.12150, 5.24348, -0.61832], [-1.87905, 6.91990, -1.12163], [-3.71473, 8.30408, -0.24118], [-4.88044, 7.64212, 1.83956], [-4.17330, 5.60044, 3.03981], [-2.33028, 4.23135, 2.17293], [2.99432, 0.11923, -0.40889], [1.91414, -3.12154, -0.11356], [0.92236, -4.63976, 0.10744], [0.33614, -5.61934, 0.24597]],
  "atomic_forces_ev_per_a": [[0.209, -1.508, -1.186], [0.337, 0.155, 0.118], [-0.091, 0.124, 0.078], [-0.020, -0.002, -0.019], [0.019, -0.021, -0.019], [-0.015, 0.014, 0.052], [0.025, -0.053, -0.042], [0.194, -0.154, -0.128], [-0.330, -0.144, 0.390], [0.683, 0.479, 0.147], [-0.171, 0.175, 0.134], [0.101, 0.027, 0.082], [0.067, 0.039, 0.085], [0.034, 0.042, -0.134], [0.141, 0.052, -0.032], [-0.093, 0.036, 0.106], [0.019, -0.001, -0.013], [-0.013, -0.008, -0.051], [-0.022, 0.016, 0.000], [0.028, -0.032, 0.001], [-0.004, 0.010, 0.012], [0.025, -0.018, 0.037], [-0.212, -0.159, -0.083], [-0.025, 0.009, -0.042], [-0.025, 0.006, -0.008], [-0.014, 0.009, 0.006], [0.011, -0.008, 0.025], [0.172, -0.042, -0.052], [0.072, -0.016, -0.164], [-0.039, -0.067, -0.031], [0.054, -0.010, 0.036], [0.003, 0.010, -0.015], [-0.003, 0.017, -0.017], [-0.014, 0.009, -0.007], [-0.025, -0.013, 0.015], [0.000, -0.010, 0.015], [-0.753, -0.035, 0.382], [0.049, 0.935, 0.171], [-0.137, 0.578, 0.112], [-0.236, -0.441, 0.040]],
  "mulliken_charge": [0.938, -0.703, 0.483, -0.610, -0.385, -0.767, -0.481, 0.004, 0.709, -0.764, 0.102, -0.458, -0.512, 0.432, -0.177, -0.866, 0.608, -0.461, -0.507, -0.446, -0.555, -0.444, 0.412, 0.430, 0.371, 0.389, 0.406, 0.126, 0.415, 0.565, 0.381, 0.386, 0.376, 0.383, 0.381, 0.580, -0.469, -0.073, 0.264, -0.466]
}

***

Record 3
{
  "formula": "C17H14Cl4N4O4S",
  "method": "ωB97M-V with the def2-TZVPD basis set",
  "gap_ev": 7.61,
  "smiles": "COc1ccc(NC(=S)N[C@@H](NC(=O)c2ccccc2Cl)C(Cl)(Cl)Cl)c([N+](=O)[O-])c1",
  "e_tot_ha": -3415.10650,
  "species": ["C", "H", "O", "C", "C", "C", "C", "C", "C", "H", "H", "N", "C", "S", "N", "H", "C", "N", "C", "O", "C", "C", "C", "C", "C", "C", "H", "H", "H", "H", "Cl", "H", "C", "Cl", "Cl", "Cl", "H", "H", "N", "O", "O", "H", "H", "H"],
  "coordinates": [[-4.69322, 1.99523, 3.98871], [-4.90804, 2.60930, 3.10927], [-3.35744, 2.15430, 4.41405], [-2.36423, 1.79782, 3.57144], [-2.54669, 1.28297, 2.29896], [-1.44513, 0.95338, 1.50662], [-0.13670, 1.09486, 1.99175], [0.02800, 1.62462, 3.27409], [-1.05470, 1.97793, 4.04183], [-0.92000, 2.38999, 5.02878], [1.02651, 1.75088, 3.65793], [0.95945, 0.65954, 1.25431], [2.08180, 1.37528, 1.01553], [2.36200, 2.90214, 1.56278], [3.03513, 0.78481, 0.23553], [3.78248, 1.40099, -0.05153], [3.02396, -0.56232, -0.25544], [2.18675, -0.76010, -1.41415], [1.02122, -1.46291, -1.31949], [0.60410, -1.84028, -0.24276], [0.33863, -1.68908, -2.61864], [-0.01903, -2.97308, -3.02367], [-0.70122, -3.17112, -4.21406], [-1.04135, -2.08215, -4.99660], [-0.69329, -0.80010, -4.60192], [-0.00072, -0.60453, -3.42158], [0.24248, 0.39163, -3.08622], [-0.96550, 0.04758, -5.21131], [-1.58321, -2.23726, -5.91705], [-0.96438, -4.17265, -4.51493], [0.43060, -4.33284, -2.06376], [2.49614, -0.40440, -2.30563], [4.46222, -0.99662, -0.58062], [4.46106, -2.67882, -1.14796], [5.12978, 0.04240, -1.86487], [5.47960, -0.85517, 0.86342], [2.62691, -1.23517, 0.52269], [0.77236, -0.14935, 0.66204], [-1.72400, 0.54550, 0.16225], [-2.86654, 0.25245, -0.11966], [-0.81252, 0.55556, -0.64935], [-3.52547, 1.13991, 1.86940], [-5.30766, 2.33070, 4.82201], [-4.92015, 0.94818, 3.76784]],
  "atomic_forces_ev_per_a": [[-0.181, -0.014, -0.047], [0.017, -0.026, 0.013], [0.147, 0.074, 0.171], [0.424, -0.127, -0.345], [-0.234, 0.038, 0.106], [0.572, 0.532, 1.406], [-0.642, 0.123, -0.032], [-0.212, -0.119, 0.013], [-0.266, -0.055, -0.119], [0.041, 0.042, 0.134], [0.042, -0.036, 0.011], [0.658, -0.626, -0.370], [0.096, 0.028, -0.119], [0.135, 0.728, 0.167], [-0.053, -0.146, -0.040], [-0.110, 0.002, 0.141], [-0.431, -0.026, 0.148], [-0.004, 0.029, -0.015], [0.499, 0.198, -0.098], [-0.243, -0.295, 0.208], [-0.313, -0.160, -0.176], [0.014, 0.277, -0.072], [0.042, -0.030, 0.117], [0.020, 0.055, 0.041], [0.018, 0.033, -0.080], [0.013, -0.166, 0.056], [0.013, 0.123, 0.017], [-0.033, 0.077, -0.045], [-0.043, -0.018, -0.079], [-0.002, -0.101, -0.012], [0.011, -0.262, 0.018], [-0.027, -0.068, -0.014], [0.237, -0.308, 0.133], [-0.011, 0.175, 0.120], [0.012, 0.038, -0.044], [-0.119, -0.048, -0.114], [0.258, 0.139, -0.260], [0.101, 0.081, 0.185], [-0.163, -0.172, -0.847], [-0.147, -0.109, -0.078], [-0.143, 0.116, -0.147], [-0.015, 0.013, 0.044], [0.004, -0.036, -0.089], [0.017, 0.027, -0.007]],
  "nbo_charge": [-0.255, 0.180, -0.484, 0.305, -0.303, 0.066, 0.156, -0.177, -0.209, 0.232, 0.248, -0.625, 0.305, -0.242, -0.627, 0.432, 0.011, -0.635, 0.721, -0.625, -0.205, 0.007, -0.229, -0.180, -0.232, -0.111, 0.222, 0.221, 0.221, 0.231, 0.032, 0.421, -0.087, 0.050, 0.011, 0.053, 0.269, 0.445, 0.526, -0.370, -0.409, 0.255, 0.205, 0.181]
}